Molecular formula: C45H77IN15O36PS
Method: DFT, ωB97M-V/def2-TZVPD

The geometry in XYZ format:
```
176
Properties=species:S:1:pos:R:3:forces:R:3
C -3.0767 -2.3565 -4.1604 0.2 0.7 -0.1
H 3.7848 -6.2612 1.6019 -0.1 0.0 0.0
N 7.2300 -2.4214 -2.7379 0.0 0.0 0.1
C -0.8251 -2.2764 -1.1012 0.1 0.1 -0.2
H -6.3996 -3.0773 0.4665 0.0 0.0 0.0
H -0.8368 -2.5101 -0.0479 0.0 0.1 0.1
C -0.0283 2.1788 0.9538 0.0 0.0 -0.1
N 6.5423 -6.9851 -1.0236 0.2 -0.1 0.0
H -4.6941 -2.1502 -10.4716 -0.1 0.0 0.1
H -7.5061 -4.3929 -0.0083 -0.1 0.0 0.0
H 3.4228 1.6239 -3.4299 -0.1 0.0 -0.1
C 3.1606 1.6662 -0.0411 -0.1 0.0 -0.1
N 9.2291 -0.9634 1.8067 0.0 0.0 0.0
H -1.6428 4.2702 9.2953 0.0 0.1 0.0
O -2.4157 5.2513 7.0301 0.0 0.0 0.0
H -7.3987 0.5610 -7.9928 0.0 0.1 -0.1
H -1.6454 7.5454 11.4376 0.0 0.0 -0.1
N -2.4252 7.6541 0.1925 0.0 0.0 0.0
H 8.5257 -7.5289 -0.6732 0.0 -0.1 0.1
O -7.1342 -1.6532 -9.7892 0.0 0.0 0.0
O -8.9149 -4.1063 2.1417 0.0 0.0 0.0
O 7.3849 -1.8629 -3.8048 0.0 0.0 0.0
O -1.2567 7.7070 0.5118 0.0 0.1 0.1
C -2.7391 7.5307 -1.2576 0.1 0.0 -0.1
H 2.3961 -1.0420 1.6439 -0.3 -0.2 0.0
H 4.7690 1.0438 2.9721 -0.3 -0.1 0.0
H -5.0582 -1.8228 -12.1938 0.0 0.1 0.0
C 3.5116 2.0829 -1.3405 0.1 -0.6 0.1
O -6.9652 -3.4596 2.7922 0.0 0.0 0.0
H 2.4127 0.5905 2.2699 0.0 0.0 0.2
H -3.4989 -3.3415 -3.9763 -0.2 0.0 0.0
C 3.1717 4.4789 -1.7214 0.6 -0.2 0.1
N 0.3705 7.1795 11.0308 0.0 0.1 0.0
C -1.9436 -2.4859 -1.9057 0.6 -0.1 0.0
O 6.1108 -6.0850 -1.7083 -0.1 0.0 0.0
H -7.7997 -4.0408 -6.3077 -0.1 0.0 0.0
H -4.5719 1.9655 -1.0882 0.0 0.1 0.0
H 5.0006 0.3125 1.3359 -0.2 0.0 0.0
C -0.9401 4.2187 8.4701 0.1 -0.3 -0.1
N -6.5879 -1.3576 -10.8366 0.1 0.1 0.0
O -3.7416 -0.3028 -2.9924 0.2 -0.6 0.4
O -4.6451 -0.5671 -7.6357 0.1 -0.1 -0.1
H -0.9658 8.4557 10.0567 -0.1 -0.1 0.0
H 5.1457 -2.3520 -2.6008 0.0 0.1 0.0
H 2.9830 -6.6695 0.0537 -0.1 0.0 0.1
O -8.1857 -4.2594 -2.2738 -0.1 0.0 -0.2
H 7.5617 -8.7079 -1.6126 0.0 0.0 0.1
H -0.1864 4.0583 -0.8069 0.1 0.0 -0.1
O 8.0171 -0.9259 1.7149 0.0 0.0 0.0
C -0.6944 2.7865 3.5179 -0.1 0.3 0.0
O 7.9980 -3.2242 -2.2509 0.0 0.0 0.0
C -6.5370 0.7436 -7.3569 -0.1 -0.1 0.2
C -0.2040 0.5470 4.4524 0.0 -0.1 0.1
H -1.8067 7.5090 -1.8094 0.0 0.0 0.1
O -6.8984 -0.4323 -11.5497 -0.1 0.0 0.0
O 3.7372 -3.7751 -0.0633 -0.2 0.3 -0.1
N -9.2964 -3.7583 -2.2449 -0.1 0.0 0.0
O 0.5787 -0.0459 1.5587 0.1 0.1 0.4
C 9.9083 0.3011 2.2047 0.0 -0.2 0.2
H 0.9174 -1.0651 5.3939 0.2 0.2 0.3
O 2.1893 2.0305 6.8254 0.0 0.0 0.0
H -0.3809 3.2902 8.4872 0.0 0.0 -0.1
H -8.1098 -2.7134 0.1151 -0.1 -0.1 0.0
O 4.9520 2.4061 1.4166 -0.1 0.0 0.0
H -5.8141 -3.2215 -11.3702 0.0 0.0 0.1
H -0.6118 -1.4320 -4.8655 -0.1 0.0 -0.1
H -5.0696 -1.7564 -3.6326 -0.2 0.2 0.2
C 3.1531 1.3057 -2.4314 0.1 0.1 0.0
H 2.8368 1.1308 9.1613 0.0 0.1 0.0
C 2.0027 -0.0394 1.4911 0.3 0.2 -0.6
P -3.4059 -3.1844 -1.1309 -0.3 0.9 0.6
H 3.4132 3.5869 0.8569 0.0 0.2 0.1
O 3.0219 0.0993 6.3476 0.2 0.2 0.2
H -4.3755 -0.7410 -4.8855 0.1 -0.1 -0.2
C 0.1107 1.2046 1.9394 -0.3 0.2 0.1
H 4.7908 3.3741 -2.5100 0.1 0.0 0.0
O -9.5330 -2.6079 -1.9552 0.0 0.0 0.0
C -0.2313 1.4934 3.2599 0.2 0.0 0.1
H -7.9990 -4.5883 -4.6139 0.0 0.0 0.0
C 0.9032 -0.5017 4.4661 -0.8 -0.5 -1.0
O -3.5310 -4.6966 -1.6684 0.2 0.1 0.0
H 4.6249 -5.9707 0.0544 -0.3 0.2 0.1
H -2.6703 -5.0015 -1.9847 -0.1 -0.2 -0.1
H 11.8570 4.2957 -0.4675 -0.1 -0.1 0.0
N -7.7912 -3.6887 1.9347 0.0 0.0 -0.1
H 8.1242 -7.1920 -2.3849 0.0 0.1 0.0
H 4.8749 3.6362 -0.7383 0.3 0.0 -0.1
H 4.2417 1.9269 8.3931 -0.1 0.1 0.0
C -1.8671 -2.1567 -3.2740 -0.4 -0.4 -0.2
N 11.6748 3.2224 1.3145 0.0 0.1 0.0
N 2.8748 1.0598 7.0728 0.0 -0.1 0.0
C 2.1242 -0.3192 -0.9754 0.2 0.6 0.4
C 5.2447 1.1492 1.9933 0.6 0.2 0.2
H -0.2775 5.0726 8.4731 -0.1 0.1 0.0
O 2.2474 4.3790 -2.4305 -1.0 0.0 -0.7
S 1.9773 -0.9068 -3.6179 0.0 0.2 -0.2
H -1.2099 4.7424 2.7882 0.0 0.1 0.1
C 0.4238 -1.4896 -2.9925 0.3 0.2 0.2
C -10.4432 -4.6419 -2.5940 -0.1 0.0 0.0
H -0.5506 8.9309 11.7325 0.1 0.0 0.0
H -6.5918 0.1680 -6.4399 0.1 0.0 0.0
H 6.3181 1.1193 2.1601 0.1 0.0 -0.1
N -1.7283 4.2688 7.2092 0.0 -0.1 0.1
O 6.0291 -7.3869 0.0079 0.6 -0.3 -0.3
H -1.8970 -0.6976 3.8096 0.0 -0.2 0.0
C 7.7934 -7.6576 -1.4643 0.1 0.0 -0.1
O -3.0531 -3.3240 0.4259 0.3 -0.5 -0.3
H 2.9512 2.3668 2.0055 0.0 0.0 0.1
C 3.6715 -5.9946 0.5550 -0.1 0.2 0.0
C 3.5878 1.0603 8.3805 0.1 -0.1 0.1
C -0.6852 -1.6708 -3.8144 0.0 -0.1 0.4
C -7.5793 -4.8228 -5.5867 0.2 0.1 0.0
O 11.6479 2.0903 0.8715 0.2 0.2 -0.1
H 9.5186 0.5801 3.1801 -0.1 0.0 0.0
C 11.2158 4.3109 0.4084 0.0 0.2 0.0
H -0.1840 5.3944 0.3293 -0.1 0.1 0.1
H -6.4232 1.8025 -7.1467 0.0 0.0 -0.1
C -4.1572 -1.2722 -3.9636 -0.1 0.0 -0.4
H 10.9736 0.1260 2.2444 0.0 0.0 -0.1
H 9.6619 1.0445 1.4588 -0.1 0.0 0.0
H -1.6371 -0.5948 5.5955 0.0 -0.4 -0.1
H -2.3014 0.7576 4.7446 -0.2 -0.1 -0.2
C 2.4556 0.4689 0.1342 0.2 0.0 0.0
N 3.0781 -4.6299 0.5023 0.1 -0.3 0.0
H 2.1563 -2.2874 -0.8210 -0.2 -0.3 0.1
O 0.2581 6.1949 10.3252 0.1 0.1 0.2
O 9.9166 -1.9383 1.5997 0.0 0.0 0.0
I 3.3584 6.3030 -0.5663 0.2 0.0 0.1
H -10.2848 -5.0024 -3.6079 0.0 -0.1 0.0
H 1.8620 -0.0596 4.2434 0.3 0.0 0.3
H 6.0122 -1.0190 -1.7777 0.0 0.0 -0.1
H -0.0368 1.1826 5.3237 0.0 0.1 0.0
O -4.6328 -2.3973 -1.2423 -0.3 -0.2 -0.5
C -5.4425 -2.2074 -11.2570 0.1 0.0 -0.1
H -3.7046 0.4971 -0.6172 0.0 0.0 0.1
C -0.6537 4.4401 0.0998 0.1 0.0 -0.2
H -2.8231 -4.2320 0.6569 0.1 0.1 0.2
H 4.1536 0.1400 8.4626 0.0 0.0 -0.1
H -3.3410 8.3909 -1.5342 -0.1 0.0 0.0
H -5.4721 0.5785 -0.4963 -0.2 -0.1 -0.1
C -1.5955 -0.0670 4.6427 0.1 0.6 0.3
N 1.4494 -1.5577 -0.7509 0.5 0.1 -0.4
H 0.6877 -1.2365 3.6880 0.1 0.0 -0.1
H -10.4444 -5.4650 -1.8856 0.1 0.0 0.0
O -5.1233 0.8602 -9.1766 0.1 -0.1 -0.1
N -5.3341 0.3095 -8.1175 -0.1 0.0 0.1
H -6.5123 -4.9967 -5.5163 0.0 -0.1 0.0
O 1.9955 -4.4514 1.0149 0.0 0.0 -0.1
C -0.8275 3.7605 2.5414 0.0 -0.3 -0.2
C 3.5695 2.5468 1.1274 -0.1 -0.1 -0.4
C -7.4177 -3.4481 0.5145 0.3 0.2 0.1
H -3.2963 6.6085 -1.3916 -0.1 0.0 0.0
O 1.3434 7.4582 11.6930 0.0 0.0 0.0
C -4.7606 0.4004 -2.4868 -0.5 0.3 0.2
O -7.5381 -7.0334 -6.2836 0.0 0.0 0.0
N -8.2371 -6.0701 -6.0587 0.1 0.0 0.0
C -4.6103 0.8779 -1.0800 0.9 0.2 0.1
C 2.4616 0.1198 -2.2470 -0.4 -0.5 0.0
H -0.9738 3.0295 4.5364 0.1 0.0 -0.2
C 0.3569 -1.7698 -1.6366 -0.5 -0.3 0.3
O -5.7528 0.6376 -3.1210 -0.5 -0.1 -0.5
H 10.1858 4.0973 0.1382 0.0 -0.1 -0.1
H -11.3550 -4.0615 -2.5230 0.0 0.1 0.0
O -1.6317 3.3309 6.4432 -0.2 0.1 0.2
O -3.3670 7.6896 0.9552 0.0 0.0 0.0
H 0.2480 1.9316 -0.0629 -0.1 -0.1 -0.1
C -0.7926 8.1082 11.0707 0.0 0.2 0.1
C -0.5052 3.4544 1.2222 0.1 -0.2 0.0
O 12.0410 3.5262 2.4283 0.0 0.0 0.0
H -2.7847 -2.3203 -5.2077 0.2 -0.1 0.0
H -1.7027 4.6106 -0.1485 -0.1 0.1 0.1
H 11.2951 5.2527 0.9377 0.0 0.0 0.1
O -9.4460 -6.0342 -6.1818 0.0 0.0 0.1
H 5.9915 -2.6552 -1.0542 0.0 0.0 0.0
C 5.9949 -2.0870 -1.9766 -0.1 -0.1 0.2
C 4.2359 3.3855 -1.5751 -0.5 0.4 0.7
```
Forces are in eV/Å.

Output
* highest occupied orbital energy: -8.1 eV
* gap between HOMO and LUMO: 7.83 eV
* spin multiplicity: 1
* F_max: 1.359 eV/A